Here is a 2-piece molecular cluster, C3H8ClNO overall at a distorted geometry from the Open Molecules 2025 dataset. Energies are from ωB97M-V/def2-TZVPD.

Last column: Mulliken charge in e.
Positions of all 14 atoms, in Å:
C (0.24692, -0.55270, -0.98219)  -0.875
C (-0.27368, 1.89164, -0.82632)  -0.779
C (-0.65962, 0.14833, 0.97879)  -0.110
N (-0.31732, 0.58168, -0.24097)  0.177
O (0.39184, -2.68999, 1.52649)  -0.580
Cl (-1.27352, 1.42290, 2.03108)  -0.211
H (0.15904, -0.37790, -2.08936)  0.345
H (1.42149, -0.57913, -0.83388)  0.231
H (-0.30017, -1.43953, -0.60082)  0.337
H (0.69284, 2.10092, -1.35570)  0.310
H (-1.01565, 2.14866, -1.62943)  0.283
H (-0.39741, 2.75530, -0.08755)  0.270
H (1.18831, -2.17335, 1.82371)  0.311
H (0.13693, -3.23684, 2.28613)  0.292

Atomic forces in eV per Å
C 1.914 0.248 -1.168
C 0.319 3.106 -0.633
C -0.061 0.973 -0.798
N -0.289 -0.924 1.499
O 1.219 0.165 0.612
Cl 0.017 0.275 -0.211
H -0.404 -0.306 0.989
H -2.349 -0.249 0.052
H 0.939 0.376 -0.565
H -0.482 -0.586 0.683
H 0.156 -0.999 0.765
H 0.190 -1.619 -0.615
H -1.363 -0.755 -0.342
H 0.193 0.296 -0.268

Its HOMO energy is -0.3106 hartree. For the LUMO energy, the calculation gives 0.0283 hartree. The value obtained for the energy relative to the best compared isomer or geometry (same formula, charge and spin) is 305.8 kJ/mol.

Here is C8H16Si in the gas phase at a distorted geometry from the Open Molecules 2025 dataset. Energies are from ωB97M-V/def2-TZVPD.

Last column: Mulliken charge in e.
Positions of all 25 atoms, in Å:
C (-2.81377, 0.94708, -0.15692)  -0.822
C (-3.28751, -0.22117, 0.69456)  -0.302
C (-1.55523, 0.22526, -0.57637)  1.022
C (-2.06445, -0.98173, 0.16203)  -0.974
C (-0.38033, 0.51164, 0.25196)  -1.207
C (2.04857, 0.33745, -1.90949)  -1.200
C (1.72018, -1.82978, 0.35964)  -1.164
C (2.34536, 1.17942, 1.09440)  -1.286
Si (1.37777, 0.00772, -0.10323)  0.379
H (-3.56522, 1.08669, -1.09661)  0.239
H (-2.63355, 1.85859, 0.40417)  0.328
H (-3.39372, 0.00033, 1.80540)  0.212
H (-4.35939, -0.57718, 0.40944)  0.244
H (-1.42131, 0.04503, -1.70846)  0.309
H (-1.64500, -1.93805, 0.26945)  0.517
H (-0.54153, 0.98777, 1.16051)  0.464
H (1.92408, 1.27242, -2.34485)  0.411
H (3.15547, 0.25292, -1.89417)  0.313
H (1.83033, -0.49125, -2.56343)  0.344
H (1.51637, -2.60541, -0.30920)  0.440
H (2.87081, -2.14201, 0.40054)  0.275
H (1.32216, -1.98687, 1.34522)  0.321
H (3.35905, 0.79401, 1.16208)  0.289
H (2.36372, 2.19421, 1.12292)  0.498
H (1.82715, 1.07293, 2.02040)  0.349

Atomic forces in eV per Å
C -2.492 1.097 -2.327
C -1.513 -1.150 0.533
C 0.632 -1.303 -0.699
C -2.919 0.332 0.101
C 2.329 0.165 -2.775
C 1.184 -2.137 1.852
C 3.462 1.079 0.495
C -0.252 -3.635 -0.435
Si 1.018 1.272 -0.650
H 1.819 0.143 2.296
H -0.202 0.346 -0.339
H 0.555 -0.419 -1.091
H 1.804 0.212 0.346
H 0.254 0.465 1.663
H 0.320 -1.106 0.244
H -0.478 0.820 1.637
H -0.934 1.648 -0.779
H -0.275 -0.004 0.586
H -0.691 -0.087 -0.544
H -1.593 -0.991 -1.220
H -1.872 1.433 0.400
H -0.276 -0.450 0.412
H 0.187 0.033 0.366
H 0.098 3.201 -1.334
H -0.167 -0.964 1.264

Its HOMO energy (alpha / beta) is -0.2452 / -0.3652 hartree. Its multiplicity is 3. The expectation value of S² is 2.0086. For the LUMO energy (alpha / beta), the calculation gives 0.0368 / -0.0229 hartree. The value obtained for the energy relative to the best compared isomer or geometry (same formula, charge and spin) is 6.8 kJ/mol.

Here is a 3-piece molecular cluster, C21H36F3N3O4PS overall at a distorted geometry from the Open Molecules 2025 dataset. Energies are from ωB97M-V/def2-TZVPD.

Last column: Mulliken charge in e.
Positions of all 69 atoms, in Å:
C (-2.51915, -4.13097, 2.17826)  -0.935
N (-1.14854, -3.78295, 2.68707)  0.012
C (-0.83825, -2.33806, 2.59156)  -1.238
N (0.42380, -2.02323, 1.80369)  0.641
C (1.64148, -2.81879, 2.21869)  -1.058
C (1.99205, -2.76698, 3.78824)  -0.439
C (2.10319, -4.23677, 4.47312)  -0.045
O (2.96028, -4.42114, 5.36756)  -0.547
N (1.15616, -5.27936, 4.04621)  0.029
C (1.75183, -6.24490, 3.10104)  0.083
C (0.80977, -6.76229, 1.94940)  -0.038
C (1.22897, -7.80543, 0.88974)  -0.516
C (2.68527, -8.38575, 0.97148)  -0.423
C (3.62285, -7.82951, 2.09319)  -0.397
C (3.20169, -6.78156, 3.15324)  -0.350
C (0.66553, -0.53305, 1.92029)  -0.575
O (0.59661, 0.18369, 0.66908)  -0.297
C (-0.50014, 1.07988, 0.62469)  0.853
F (-0.50610, 2.03980, 1.66548)  -0.223
F (-0.37066, 1.81412, -0.58591)  -0.193
F (-1.72034, 0.32903, 0.59649)  -0.229
P (0.05922, -2.54514, 0.09130)  0.140
S (1.61832, -2.43412, -1.07880)  -0.269
H (-3.11970, -4.52436, 3.08444)  0.366
H (-2.38534, -5.04480, 1.47913)  0.278
H (-3.05606, -3.29343, 1.62246)  0.309
H (-1.13797, -4.04529, 3.68594)  0.300
H (-1.68541, -1.70773, 2.12467)  0.536
H (-0.74601, -1.94783, 3.67740)  0.427
H (2.54488, -2.34857, 1.67134)  0.637
H (1.52943, -3.87038, 1.78382)  0.345
H (3.05332, -2.32175, 3.90018)  0.425
H (1.31377, -2.06849, 4.40404)  0.384
H (0.70676, -5.75541, 4.84088)  0.371
H (-0.26428, -6.35220, 1.87195)  0.249
H (0.47379, -8.14626, 0.09530)  0.326
H (3.03936, -9.18152, 0.23830)  0.347
H (4.69367, -8.23756, 2.17538)  0.308
H (3.90683, -6.39198, 3.96455)  0.347
H (1.74913, -0.41210, 2.30237)  0.315
H (-0.00445, -0.11935, 2.74461)  0.420
H (-1.10313, -1.88915, -0.42881)  0.188
H (-0.26856, -3.95290, 0.22365)  0.124
C (0.35914, 5.96716, -2.65429)  -0.220
C (0.53566, 4.86933, -1.62971)  -0.329
C (2.00503, 4.52765, -1.78282)  -0.460
O (2.66993, 5.72987, -2.18925)  -0.424
C (1.68126, 6.70195, -2.55882)  -0.565
H (-0.50122, 6.61129, -2.46470)  0.225
H (0.24598, 5.52924, -3.65195)  0.169
H (0.34655, 5.26515, -0.62616)  0.272
H (-0.12004, 4.01132, -1.78720)  0.185
H (2.15937, 3.77772, -2.56643)  0.283
H (2.44912, 4.15816, -0.85487)  0.281
H (1.65433, 7.46673, -1.77517)  0.281
H (1.96662, 7.17752, -3.49970)  0.297
C (-3.09872, 6.96885, -5.77351)  -0.526
C (-3.99478, 5.85886, -5.27258)  -0.554
C (-3.46782, 5.63781, -3.86854)  -0.326
O (-2.96736, 6.90043, -3.40848)  -0.398
C (-2.90012, 7.80177, -4.52304)  -0.374
H (-3.52503, 7.53825, -6.60104)  0.342
H (-2.14032, 6.55274, -6.10173)  0.257
H (-5.03143, 6.20885, -5.23178)  0.253
H (-3.96314, 4.95711, -5.88661)  0.324
H (-2.63522, 4.92533, -3.86388)  0.177
H (-4.23874, 5.27719, -3.18330)  0.297
H (-3.70156, 8.53899, -4.40613)  0.296
H (-1.94138, 8.32530, -4.51507)  0.250

Atomic forces in eV per Å
C -0.244 -1.867 -0.004
N -0.838 1.978 0.028
C -1.971 -0.233 2.388
N -1.022 0.200 0.086
C 2.028 -0.483 0.157
C 0.805 -0.402 -0.040
C 1.842 -0.145 2.370
O -3.156 0.843 -3.112
N 1.232 0.225 -0.363
C 0.866 -2.856 -3.383
C 2.359 -1.047 -0.186
C 2.725 1.077 3.021
C -1.455 3.104 2.797
C -2.435 0.632 -0.268
C -2.859 -0.840 -2.463
C 1.856 1.300 1.380
O -2.301 0.859 1.499
C 0.055 1.541 -1.770
F -0.285 -2.970 -2.384
F -0.603 -2.381 3.451
F 2.695 2.127 0.423
P 1.789 -1.473 -3.213
S -0.949 0.192 0.774
H 0.558 0.882 -1.703
H -0.499 1.570 0.894
H 0.730 -1.076 0.890
H 0.469 0.175 -1.034
H 1.337 -1.053 0.468
H 0.351 -0.255 -1.910
H -1.720 -0.767 0.639
H 0.035 1.304 0.992
H -1.769 -0.746 -0.161
H 0.831 -1.342 -0.873
H 0.753 0.239 -0.268
H 1.932 -0.631 0.364
H 1.401 0.578 1.406
H -0.475 1.322 1.224
H -1.905 0.690 -0.236
H -1.061 -0.822 -1.407
H -1.776 -0.200 -0.778
H 0.629 -0.429 -1.424
H 0.317 -0.075 1.087
H -0.265 1.231 0.658
C -0.244 0.139 -0.382
C -0.164 -0.094 0.404
C 0.306 -0.056 -0.191
O -0.315 -0.151 0.051
C 0.205 0.217 0.147
H 0.040 -0.067 -0.058
H -0.019 0.056 0.045
H -0.010 -0.055 -0.047
H 0.055 0.073 -0.017
H -0.038 -0.096 0.053
H 0.092 0.070 -0.059
H -0.057 0.054 -0.069
H 0.100 -0.062 0.079
C 0.369 0.034 -0.312
C -0.460 -0.130 -0.056
C 0.208 -0.074 0.272
O -0.085 -0.138 -0.297
C -0.108 0.291 0.224
H 0.041 -0.022 0.080
H -0.060 0.063 -0.011
H 0.062 -0.070 -0.004
H 0.003 0.052 0.064
H -0.035 -0.096 -0.022
H 0.086 0.084 0.047
H 0.057 0.049 -0.070
H -0.039 -0.048 0.115

Its HOMO energy is -0.3975 hartree. For the LUMO energy, the calculation gives -0.1120 hartree. As for the net charge: +1.

For the records above, the corresponding molar mass values read 109.56; 140.30; 514.57 g mol⁻¹.